1.
4 unconnected molecules or ions with the total composition C4H13NO3 in a non-equilibrium geometry. Source: the Open Molecules 2025 dataset; level of theory: ωB97M-V/def2-TZVPD.

For the HOMO energy (alpha / beta), the calculation gives 0.00048 / -0.12134 Ha. The calculation puts the relative energy (zero: lowest compared OMol25 entry of this formula, charge and spin) at 68.6 kcal/mol. As for the electronic energy: -440.5625 a.u. As for the net charge: -1. Its expectation value of S² is 0.760. The spin multiplicity is 2. The LUMO energy (alpha / beta) is 3.158 / 3.092 eV. As for the maximum force: 6.6 eV Å⁻¹.

Structure (XYZ):
```
21
Properties=species:S:1:pos:R:3:forces:R:3:mulliken_spin:R:1
C -1.158468 0.370539 -0.750951 -2.08 -0.12 -1.32 0.05
C -0.101406 -0.185827 -1.658448 2.03 1.87 1.17 -0.18
C 0.166301 -1.456640 -2.136002 -1.09 1.80 1.05 0.40
C 1.876001 0.765353 -2.343392 0.27 1.08 1.11 0.45
N 0.833207 0.844788 -1.574178 -1.02 -1.02 -0.27 0.15
H -0.669416 0.576419 0.207316 -0.67 -0.37 0.04 0.04
H -2.104420 -0.246698 -0.750442 0.83 0.56 0.62 -0.01
H -1.410768 1.398759 -1.178601 0.06 -1.28 0.68 0.01
H 1.044702 -1.783108 -2.559015 2.17 -0.04 -0.87 -0.01
H -0.554082 -2.182073 -2.203782 -2.12 -1.56 0.12 0.01
H 2.637026 1.470907 -2.136945 1.00 0.53 -0.33 0.01
H 1.894384 0.040331 -3.071422 0.71 -1.54 -1.93 0.03
H -0.522595 -0.248202 3.482293 0.54 1.87 1.26 -0.01
H -0.203785 1.256435 3.348141 0.91 0.54 -0.50 -0.01
O -0.445358 0.621598 4.014356 -0.54 -2.59 -0.73 0.01
H 1.307998 -1.510761 0.169819 0.34 0.08 -0.22 -0.01
H 2.074994 -2.438566 1.111313 -0.05 -0.45 0.07 -0.06
O 2.089960 -1.554637 0.756110 -0.31 0.40 0.00 0.12
H -1.696649 1.025511 2.978607 -2.66 1.39 -2.17 0.01
H -2.843953 1.929174 2.189399 -3.09 3.22 1.12 0.00
O -2.213673 1.306697 2.105825 4.78 -4.36 1.10 0.02
```
Forces are in eV/Å.

2.
C4H6N2O in the gas phase in a non-equilibrium geometry. Source: the Open Molecules 2025 dataset; level of theory: ωB97M-V/def2-TZVPD.

For the HOMO energy, the calculation gives -0.34284 Ha. The calculation puts the relative energy (zero: lowest compared OMol25 entry of this formula, charge and spin) at 66.3 kcal/mol. As for the electronic energy: -340.6893 a.u. The spin multiplicity is 1. The LUMO energy is 0.804 eV. As for the maximum force: 1.1 eV Å⁻¹.

Structure (XYZ):
```
13
Properties=species:S:1:pos:R:3:forces:R:3:nbo_charge:R:1
C -2.173970 0.461180 0.074998 -0.10 0.01 -0.01 -0.71
C -0.688104 0.288119 0.217685 0.02 0.39 0.40 0.55
C 0.022383 -0.941069 -0.205046 0.23 0.33 -0.14 -0.30
N 1.073152 -1.548736 0.708223 0.49 0.45 0.32 -0.33
C 1.488339 -0.596859 0.014234 -0.46 -0.91 -0.30 0.47
N 2.537257 0.213318 -0.270880 -0.18 -0.19 -0.33 -0.85
O 0.006832 1.203583 0.640454 -0.53 -0.06 0.09 -0.59
H -2.392702 1.497675 -0.192615 0.00 -0.16 0.05 0.24
H -2.634869 -0.221915 -0.643304 0.15 0.04 0.10 0.22
H -2.607628 0.267316 1.062043 -0.04 0.00 -0.11 0.25
H -0.514581 -1.679603 -0.823635 0.69 0.57 -0.17 0.21
H 2.426038 1.209734 -0.139327 -0.20 -0.37 -0.23 0.43
H 3.457851 -0.152739 -0.442830 -0.08 -0.09 0.33 0.41
```
Forces are in eV/Å.

3.
2 unconnected molecules or ions with the total composition C2H7N3O2 in a non-equilibrium geometry. Source: the Open Molecules 2025 dataset; level of theory: ωB97M-V/def2-TZVPD.

For the HOMO energy, the calculation gives -0.35488 Ha. The calculation puts the relative energy (zero: lowest compared OMol25 entry of this formula, charge and spin) at 61.9 kcal/mol. As for the electronic energy: -395.1063 a.u. The spin multiplicity is 1. The LUMO energy is 0.523 eV. As for the maximum force: 2.5 eV Å⁻¹.

Structure (XYZ):
```
14
Properties=species:S:1:pos:R:3:forces:R:3:nbo_charge:R:1
C 1.397602 0.875289 1.820345 0.79 1.82 -0.44 0.27
C -0.752565 -0.506350 -0.378898 -0.40 1.61 0.93 0.50
H -1.173856 -2.429021 -3.081321 -0.30 -0.15 0.50 0.46
H -0.937962 -0.869022 -3.139674 -0.03 -0.42 0.20 0.49
H 1.666611 2.677538 1.318061 -0.26 0.41 -0.06 0.33
H 1.763099 -0.062610 2.202275 0.15 -0.28 0.21 0.17
H -0.280428 1.538566 0.787429 0.58 0.39 0.46 0.39
H -0.688095 -0.925489 1.735919 -0.46 -0.59 -0.74 0.40
H -1.402120 -1.342657 -0.633118 0.36 -0.76 0.57 0.14
N 2.134268 1.910245 1.777412 0.23 -1.09 0.32 -0.65
N 0.067650 0.843018 1.450045 -0.54 0.84 -0.87 -0.47
N -0.360418 -0.359378 0.967560 -0.97 -1.88 -1.35 -0.47
O -0.823010 -1.714970 -3.599063 0.36 0.61 -0.66 -0.95
O -0.610777 0.364840 -1.226971 0.47 -0.51 0.93 -0.61
```
Forces are in eV/Å.

4.
A molecular structure, C35H44ErN4O2PS7 in a non-equilibrium geometry. Source: the Open Molecules 2025 dataset; level of theory: ωB97M-V/def2-TZVPD.

For the HOMO energy (alpha / beta), the calculation gives -0.04428 / -0.04455 Ha. As for the electronic energy: -5873.5909 a.u. As for the net charge: -2. Its expectation value of S² is 3.752. The spin multiplicity is 4. The LUMO energy (alpha / beta) is 3.874 / 3.874 eV. As for the maximum force: 2.3 eV Å⁻¹.

Structure (XYZ):
```
94
Properties=species:S:1:pos:R:3:forces:R:3:mulliken_spin:R:1
Er -0.023964 -0.191451 1.813761 0.25 -0.12 0.36 3.05
N -0.079691 -3.361639 5.588003 -0.07 -0.18 0.24 0.00
C -0.225935 -2.749765 4.360557 0.19 -0.01 -0.70 0.00
S 1.210630 -2.090978 3.694829 0.02 0.55 -0.27 -0.01
N -1.401660 -2.783848 3.822963 -0.69 -0.43 0.72 0.00
N -1.647117 -2.033957 2.691685 0.14 -0.11 -0.49 0.00
C -2.712062 -2.430009 2.068309 0.72 -0.14 0.77 0.00
C -3.353252 -1.785163 0.965108 -0.07 0.68 -0.62 0.00
C -4.379295 -2.474128 0.307749 0.12 0.05 0.12 0.00
C -5.139953 -1.882299 -0.674106 -0.32 -0.17 -0.15 0.00
C -4.901918 -0.551017 -1.005365 -0.07 -0.10 -0.04 0.00
C -3.895371 0.148544 -0.393023 0.21 0.17 0.17 0.00
C -3.041848 -0.435170 0.582351 -0.67 -0.49 -0.11 0.00
O -2.088455 0.241333 1.109737 0.29 0.10 0.35 0.00
H 0.876020 -3.557695 5.843566 -0.20 -0.04 -0.07 0.00
H -0.776303 -4.050437 5.828629 0.01 0.08 -0.04 0.00
H -3.210571 -3.327299 2.457405 0.15 0.16 0.00 0.00
H -4.568468 -3.508579 0.581312 0.01 0.04 0.08 0.00
H -5.933250 -2.432666 -1.163042 0.00 -0.07 -0.04 0.00
H -5.512556 -0.067388 -1.761665 0.02 0.02 0.02 0.00
H -3.718935 1.179198 -0.662401 0.11 0.12 0.03 0.00
C -2.207130 3.447287 -0.120932 0.01 -0.12 0.05 0.00
C -1.046111 2.938165 -0.969458 0.02 -0.30 0.24 0.00
C -0.544193 3.994154 -1.950352 0.05 -0.22 0.07 0.00
P 0.269205 2.057510 0.065502 0.58 0.95 -0.53 -0.01
C 1.355376 3.386615 0.856375 -0.04 -0.25 -0.02 0.00
C 2.427573 4.168236 0.102785 -0.10 -0.16 0.05 0.00
C 0.441452 4.341093 1.627016 -0.08 -0.15 -0.06 0.00
C 1.135258 1.249346 -1.325976 -0.09 -0.23 0.31 0.01
C 1.995396 1.895945 -2.199526 0.16 -0.26 -0.21 0.00
C 2.520860 1.280410 -3.327973 0.16 0.08 -0.18 0.00
C 3.414122 2.022834 -4.281887 -0.12 -0.09 -0.02 0.00
C 2.141919 -0.035536 -3.590150 -0.02 0.22 0.03 0.00
C 1.291953 -0.703460 -2.748126 -0.16 -0.19 0.05 0.00
C 0.748131 -0.108206 -1.577311 0.42 0.13 -0.28 -0.01
N -0.045347 -0.795637 -0.743822 -0.27 0.20 0.92 0.00
C -0.720417 -1.902248 -1.241903 -0.30 -0.40 -0.24 0.00
C -1.659369 -1.756435 -2.288914 0.09 0.12 0.09 0.00
C -1.897185 -0.417885 -2.917268 0.04 -0.08 0.02 0.00
C -2.376317 -2.845668 -2.745169 0.01 -0.23 -0.04 0.00
C -2.203319 -4.112075 -2.212442 0.05 -0.08 -0.11 0.00
C -2.985845 -5.290020 -2.721342 -0.04 0.12 0.12 0.00
C -1.281718 -4.259656 -1.187442 -0.15 -0.04 -0.14 0.00
C -0.539897 -3.195617 -0.704407 0.15 0.18 -0.04 0.00
C 0.506527 -3.448703 0.339026 -0.17 0.39 0.03 0.00
H -3.107771 3.528821 -0.735282 -0.07 0.03 0.01 0.00
H -1.999122 4.428863 0.296658 0.03 0.10 0.07 0.00
H -2.395490 2.752982 0.698299 -0.16 0.03 0.04 0.00
H -1.424062 2.100859 -1.571223 0.09 0.08 0.17 0.00
H -0.131845 4.860733 -1.437222 0.02 0.09 0.08 0.00
H -1.368462 4.337030 -2.579499 -0.10 0.04 -0.02 0.00
H 0.217557 3.576471 -2.605312 0.04 0.08 -0.07 0.00
H 1.898354 2.780773 1.597341 -0.22 0.09 -0.17 0.00
H 2.028803 4.742252 -0.733429 0.02 0.04 -0.11 0.00
H 3.218058 3.505848 -0.244279 0.07 0.03 -0.11 0.00
H 2.878454 4.873472 0.804376 0.05 0.06 0.04 0.00
H 0.039007 5.118113 0.978044 -0.07 0.11 -0.14 0.00
H 0.999433 4.831667 2.423995 0.09 0.03 0.08 0.00
H -0.386210 3.800056 2.087118 -0.01 0.09 0.09 0.00
H 2.262333 2.926024 -2.025202 0.02 0.07 0.07 0.00
H 3.777736 2.946775 -3.836520 0.06 0.09 -0.01 0.00
H 2.876798 2.273152 -5.200596 0.06 0.10 -0.09 0.00
H 4.272897 1.412528 -4.562345 0.14 0.02 -0.07 0.00
H 2.518266 -0.537383 -4.476760 0.06 -0.03 -0.02 0.00
H 1.021298 -1.731402 -2.954728 0.01 -0.05 -0.06 0.00
H -1.844743 0.343157 -2.146016 -0.04 0.12 -0.03 0.00
H -2.877741 -0.385363 -3.388283 -0.09 0.02 -0.03 0.00
H -1.136499 -0.188580 -3.666150 0.05 0.06 -0.03 0.00
H -3.098019 -2.693687 -3.540236 -0.08 0.00 -0.06 0.00
H -3.268421 -5.155521 -3.764680 -0.02 -0.01 -0.08 0.00
H -3.901853 -5.413140 -2.142066 -0.13 -0.11 0.02 0.00
H -2.402981 -6.206708 -2.634407 -0.02 -0.09 -0.01 0.00
H -1.129237 -5.245202 -0.760621 0.07 -0.06 0.06 0.00
H 0.431843 -4.461198 0.735854 -0.06 0.03 0.11 0.00
H 0.412601 -2.736780 1.167704 0.23 -0.49 -0.08 0.00
H 1.503005 -3.314500 -0.083993 0.10 0.10 0.06 0.00
S 2.843699 5.331036 6.932681 0.10 0.37 0.28 0.00
C 2.283865 4.164998 5.900659 -0.20 -0.53 -0.34 0.00
S 3.329900 3.139842 4.974399 -0.83 0.15 0.13 0.00
C 2.084706 2.178103 4.177246 -0.34 0.34 0.40 0.00
C 0.792778 2.490862 4.485831 0.76 0.14 0.07 0.00
S -0.630581 1.775476 3.832085 -0.62 -0.47 -0.29 0.00
S 0.605148 3.807327 5.646703 0.66 -0.12 -0.19 0.00
S 2.575499 0.975788 3.064626 -0.08 -0.09 -0.09 0.00
C 4.158487 -1.167194 -0.829072 -0.39 0.44 0.64 0.00
S 3.580453 -0.517064 0.811085 1.88 -1.06 -0.69 0.00
C 4.264684 -1.914894 1.789992 -0.39 0.66 -0.22 0.00
O 2.128893 -0.766008 0.797165 -1.21 -0.17 0.06 -0.01
H 5.216969 -1.400812 -0.787001 0.19 0.01 0.12 0.00
H 3.967148 -0.396922 -1.569487 -0.06 0.13 -0.06 0.00
H 3.569238 -2.043192 -1.074081 -0.11 -0.19 0.06 0.00
H 5.341600 -1.805213 1.838697 0.22 0.00 0.01 0.00
H 3.967921 -2.855531 1.337671 -0.05 -0.08 -0.16 0.00
H 3.818632 -1.832750 2.777598 0.03 0.09 0.09 0.00
```
Forces are in eV/Å.

What did the third record say?
2 unconnected molecules or ions with the total composition C2H7N3O2 in a non-equilibrium geometry. Source: the Open Molecules 2025 dataset; level of theory: ωB97M-V/def2-TZVPD.

For the HOMO energy, the calculation gives -0.35488 Ha. The calculation puts the relative energy (zero: lowest compared OMol25 entry of this formula, charge and spin) at 61.9 kcal/mol. As for the electronic energy: -395.1063 a.u. The spin multiplicity is 1. The LUMO energy is 0.523 eV. As for the maximum force: 2.5 eV Å⁻¹.

Structure (XYZ):
```
14
Properties=species:S:1:pos:R:3:forces:R:3:nbo_charge:R:1
C 1.397602 0.875289 1.820345 0.79 1.82 -0.44 0.27
C -0.752565 -0.506350 -0.378898 -0.40 1.61 0.93 0.50
H -1.173856 -2.429021 -3.081321 -0.30 -0.15 0.50 0.46
H -0.937962 -0.869022 -3.139674 -0.03 -0.42 0.20 0.49
H 1.666611 2.677538 1.318061 -0.26 0.41 -0.06 0.33
H 1.763099 -0.062610 2.202275 0.15 -0.28 0.21 0.17
H -0.280428 1.538566 0.787429 0.58 0.39 0.46 0.39
H -0.688095 -0.925489 1.735919 -0.46 -0.59 -0.74 0.40
H -1.402120 -1.342657 -0.633118 0.36 -0.76 0.57 0.14
N 2.134268 1.910245 1.777412 0.23 -1.09 0.32 -0.65
N 0.067650 0.843018 1.450045 -0.54 0.84 -0.87 -0.47
N -0.360418 -0.359378 0.967560 -0.97 -1.88 -1.35 -0.47
O -0.823010 -1.714970 -3.599063 0.36 0.61 -0.66 -0.95
O -0.610777 0.364840 -1.226971 0.47 -0.51 0.93 -0.61
```
Forces are in eV/Å.